1.
{"formula": "C14H21FO4S2", "method": "wB97M-V/def2-TZVPD", "symbols": ["F", "C", "C", "C", "C", "C", "C", "H", "H", "H", "H", "H", "C", "C", "C", "S", "O", "O", "C", "H", "H", "H", "H", "H", "H", "H", "H", "C", "C", "C", "S", "O", "O", "C", "H", "H", "H", "H", "H", "H", "H", "H"], "coordinates": [[-2.04931, -2.34702, 2.60705], [-2.46531, -1.61202, 1.63005], [-2.91031, -0.21702, 1.85705], [-3.44631, 0.46698, 0.81205], [-3.67931, -0.08202, -0.39795], [-3.43231, -1.49602, -0.55195], [-2.83331, -2.22002, 0.46205], [-2.51231, 0.28198, 2.69705], [-3.51831, 1.46098, 1.02505], [-4.01631, 0.59998, -1.26495], [-3.74431, -2.18102, -1.52295], [-2.52331, -3.33102, 0.37705], [-0.52031, 2.10198, -2.60695], [-0.52731, 2.22598, -1.09695], [0.68869, 2.87598, -0.66795], [1.79469, 2.69898, -2.12295], [2.99469, 1.94198, -1.69995], [1.95569, 4.01198, -2.71895], [0.76869, 1.68198, -3.18895], [-0.66231, 3.01398, -2.79395], [-1.48131, 1.37098, -2.81195], [-0.57631, 1.24798, -0.65995], [-1.59131, 2.58198, -0.84695], [1.06369, 2.38198, -0.05995], [0.47269, 3.75498, -0.10795], [1.08069, 0.68598, -3.12095], [0.85669, 2.08598, -4.05195], [0.97469, -2.06102, 0.76405], [2.04569, -1.15202, 0.17205], [2.76269, -0.60602, 1.12405], [2.91869, -1.59002, 2.57205], [2.66069, -0.85802, 3.75405], [4.14869, -2.27302, 2.43905], [1.53369, -2.50602, 2.13105], [0.48769, -2.80502, 0.24905], [0.14369, -1.26602, 1.03905], [1.77969, -0.49902, -0.48995], [2.47469, -1.79202, -0.41095], [2.32069, -0.00802, 1.59605], [3.72769, -0.34602, 0.91105], [0.92069, -2.73302, 3.05305], [1.91369, -3.49102, 1.92305]], "atomic_forces_ev_per_a": [[1.37, -0.90, 1.69], [-3.39, 4.08, -0.51], [2.45, -4.25, -0.46], [0.89, -0.86, 0.78], [-0.74, -1.66, -3.28], [-1.07, -0.27, -2.67], [1.04, -2.14, -0.36], [-0.13, 0.45, 1.12], [-0.72, 2.80, -0.05], [0.34, -1.53, 1.44], [0.85, 2.41, 2.39], [-0.88, 1.90, -0.11], [-3.38, -8.68, 1.89], [-3.72, -2.14, -0.09], [-4.74, 7.19, -8.51], [3.28, 0.98, 1.21], [-1.93, 0.96, -0.59], [-0.14, -0.74, -0.08], [-0.40, -0.56, 6.00], [-1.77, 7.14, -3.00], [2.41, 2.05, -0.26], [0.11, -0.92, 0.27], [1.86, 0.43, 0.00], [6.63, -8.46, 9.88], [0.53, 1.81, -0.77], [0.25, -1.49, 0.17], [0.96, 2.33, -6.06], [-2.39, 5.56, 4.18], [-4.85, -5.70, -1.19], [8.96, -4.70, 1.44], [0.31, -0.06, -1.57], [-0.42, 1.08, 1.41], [1.60, -1.73, 0.32], [-1.41, -3.30, 0.61], [-0.51, -1.69, -1.54], [0.89, -1.68, -0.47], [-2.69, 4.15, -3.71], [4.03, -3.78, -3.42], [-6.49, 10.49, 5.81], [2.41, 1.21, -0.71], [0.00, 0.93, -1.27], [0.59, -0.68, 0.04]], "nbo_charge": [-0.3032, 0.4155, -0.2712, -0.2214, -0.2413, -0.1819, -0.3193, 0.2211, 0.2134, 0.2269, 0.2312, 0.2312, -0.3775, -0.4005, -0.6084, 2.1101, -0.9354, -0.9324, -0.6161, 0.1958, 0.2152, 0.2010, 0.2226, 0.1950, 0.2542, 0.2393, 0.2375, -0.3586, -0.4024, -0.6398, 2.2414, -0.9432, -0.9500, -0.7544, 0.2235, 0.1845, 0.2179, 0.2095, 0.1958, 0.2535, 0.2702, 0.2507], "molar_mass_da": 336.45, "gap_ha": 0.359, "e_tot_ha": -1742.89479, "e_lumo_ev": 0.28, "e_above_lowest_ev": 3.353}



2.
{"formula": "C14H21GeMoO3S", "method": "wB97M-V/def2-TZVPD", "symbols": ["Mo", "O", "C", "O", "C", "C", "C", "C", "C", "C", "S", "H", "H", "H", "H", "C", "Ge", "C", "C", "C", "H", "H", "H", "H", "H", "H", "H", "H", "H", "H", "H", "C", "C", "C", "O", "H", "H", "H", "H", "H", "H"], "coordinates": [[0.86213, -0.54475, -0.56189], [0.38759, 1.94740, 2.39814], [1.11781, 1.74526, 1.50129], [1.18211, 0.41816, 0.94847], [2.03465, 2.65314, 0.79218], [2.43675, 3.79739, 1.44835], [3.34643, 4.66933, 0.84052], [3.84604, 4.40585, -0.42367], [3.43377, 3.27070, -1.11011], [2.52014, 2.39005, -0.51438], [1.92143, 1.18590, -1.58171], [2.06049, 4.00574, 2.44153], [3.66405, 5.55465, 1.37583], [4.55297, 5.08324, -0.88343], [3.79707, 3.06981, -2.11076], [-3.03498, -0.05091, -3.13837], [-2.40225, -0.64869, -1.44112], [0.34778, -0.99488, -2.52657], [-3.08984, -2.26622, -0.69501], [-1.10860, 0.40359, -0.48162], [-3.13805, -0.89411, -3.82263], [-2.42446, 0.73718, -3.57332], [-4.04135, 0.34964, -2.96315], [-0.29259, -1.87000, -2.69235], [1.40429, -1.39766, -2.47391], [0.28448, -0.28987, -3.35023], [-3.15408, -3.04319, -1.45786], [-4.11838, -2.03839, -0.38757], [-2.54495, -2.61407, 0.17930], [-1.31142, 0.47387, 0.58869], [-1.06340, 1.39733, -0.91950], [2.09930, -3.27594, 2.01029], [1.30829, -3.46097, 0.78521], [0.91413, -4.80010, 0.32779], [0.96373, -2.44582, 0.09751], [1.75886, -3.96250, 2.78829], [2.10283, -2.24752, 2.36229], [3.12789, -3.58587, 1.77610], [1.78004, -5.46803, 0.37219], [0.47195, -4.79888, -0.66370], [0.20541, -5.20818, 1.06018]], "atomic_forces_ev_per_a": [[0.03, 0.51, 0.53], [0.02, -0.12, 0.05], [-0.08, 0.27, -0.15], [-0.05, -0.38, -0.48], [0.00, -0.12, 0.03], [-0.05, -0.09, 0.02], [0.04, 0.09, 0.00], [0.01, -0.05, -0.07], [0.05, 0.03, -0.05], [0.05, 0.13, 0.16], [-0.20, -0.45, 0.07], [-0.02, -0.02, 0.01], [0.01, 0.01, -0.01], [0.00, -0.01, -0.01], [0.02, 0.04, 0.01], [-0.01, 0.07, -0.02], [-0.14, 0.04, -0.07], [0.16, 0.29, 0.13], [-0.01, -0.01, 0.06], [0.07, -0.31, 0.01], [0.00, 0.00, 0.00], [0.01, -0.01, 0.02], [0.00, -0.01, -0.01], [0.04, -0.05, 0.05], [0.05, -0.14, -0.16], [-0.04, -0.08, -0.05], [0.00, 0.00, 0.00], [0.00, -0.01, 0.00], [0.01, 0.01, -0.01], [-0.02, -0.04, 0.00], [0.03, 0.06, 0.03], [-0.01, 0.00, -0.02], [0.03, -0.03, -0.01], [0.00, 0.03, 0.01], [-0.05, 0.35, -0.09], [0.01, 0.00, 0.00], [0.00, 0.00, 0.00], [0.00, 0.00, 0.01], [0.00, -0.01, 0.01], [0.00, 0.00, 0.00], [0.00, -0.01, 0.00]], "nbo_charge": [1.2993, -0.4039, 0.7782, -0.5423, -0.2178, -0.0988, -0.0815, -0.1554, -0.1451, -0.1506, 0.4886, 0.2750, 0.2723, 0.2758, 0.2608, -1.1459, 1.8806, -0.8726, -1.1571, -1.0934, 0.2970, 0.2793, 0.3152, 0.2763, 0.2736, 0.2927, 0.2955, 0.3171, 0.2655, 0.2843, 0.2843, -0.7493, 0.7742, -0.7437, -0.6899, 0.3050, 0.2587, 0.3159, 0.3107, 0.2601, 0.3115], "molar_mass_da": 437.94, "charge": 3, "gap_ha": [0.217, 0.217], "e_tot_ha": -3313.93127, "e_lumo_ev": [-12.71, -12.70]}



3.
{"formula": "C14H21N2OPtSTe", "method": "wB97M-V/def2-TZVPD", "symbols": ["Pt", "N", "C", "C", "N", "H", "H", "H", "H", "H", "H", "H", "H", "C", "Te", "C", "H", "H", "H", "H", "H", "H", "C", "C", "O", "S", "C", "C", "C", "C", "C", "C", "C", "C", "H", "H", "H", "H", "H", "H", "H"], "coordinates": [[-2.78716, 0.96054, -0.00940], [-4.81405, 1.73185, -0.04489], [-4.83041, 2.81496, -1.06489], [-3.67545, 3.74206, -0.77486], [-2.42489, 2.97862, -0.95652], [-5.45015, 0.99287, -0.33073], [-5.15809, 2.07545, 0.84668], [-5.78943, 3.33177, -1.10300], [-4.66894, 2.33392, -2.03163], [-3.71258, 4.04370, 0.27405], [-3.71775, 4.64863, -1.37911], [-1.64896, 3.43504, -0.49147], [-2.16774, 2.87560, -1.93414], [-4.44659, -1.16062, 2.57373], [-2.72924, 0.07453, 2.36728], [-1.37475, -1.54819, 2.25924], [-4.60744, -1.70058, 1.64663], [-5.30628, -0.54079, 2.81678], [-4.26360, -1.85244, 3.39268], [-1.32896, -2.03598, 3.22948], [-0.40817, -1.14099, 1.98030], [-1.73027, -2.21940, 1.48413], [7.87062, -2.20331, 0.01787], [6.47099, -1.64975, -0.06055], [5.95883, -0.99924, 0.80531], [5.65826, -2.10633, -1.59429], [4.02747, -1.47284, -1.33195], [2.94680, -2.34137, -1.43625], [1.66039, -1.88171, -1.21300], [1.43959, -0.54726, -0.87240], [2.52692, 0.32557, -0.79995], [3.81025, -0.13140, -1.03598], [0.11694, -0.08032, -0.55974], [-0.99944, 0.31700, -0.30616], [8.48915, -1.52066, 0.59572], [8.30137, -2.36791, -0.96850], [7.82467, -3.16126, 0.53823], [3.11396, -3.38138, -1.68417], [0.81963, -2.55748, -1.29560], [2.35924, 1.36654, -0.55829], [4.64528, 0.55256, -0.99063]], "atomic_forces_ev_per_a": [[-0.28, 1.30, 0.62], [-0.02, -0.17, -0.10], [-0.04, -0.10, -0.06], [0.04, 0.04, 0.12], [-0.11, -0.53, -0.45], [-0.02, -0.02, 0.07], [-0.01, 0.09, -0.04], [0.03, 0.05, 0.11], [-0.09, 0.04, -0.03], [-0.01, 0.09, -0.03], [0.03, -0.07, -0.11], [0.10, -0.19, 0.04], [-0.04, 0.17, -0.03], [-0.02, -0.01, 0.06], [0.06, -0.58, -0.38], [0.03, -0.03, 0.09], [-0.01, -0.03, 0.01], [-0.01, 0.00, -0.02], [-0.01, 0.01, 0.01], [-0.04, 0.01, 0.00], [0.01, -0.01, 0.00], [0.03, -0.03, 0.00], [-0.04, -0.01, -0.03], [0.12, -0.01, 0.09], [-0.08, 0.00, -0.04], [-0.03, 0.05, -0.10], [-0.04, -0.03, 0.05], [0.00, -0.01, 0.01], [-0.01, 0.00, -0.02], [-0.06, 0.00, 0.12], [0.04, -0.01, -0.02], [0.02, 0.03, -0.05], [0.01, 0.07, -0.12], [0.42, -0.06, 0.11], [0.00, 0.00, 0.01], [-0.01, 0.00, 0.00], [0.01, 0.00, 0.01], [0.02, 0.00, 0.03], [0.00, -0.01, 0.02], [0.00, 0.00, 0.02], [0.01, -0.01, 0.05]], "nbo_charge": [0.5082, -0.8265, -0.2379, -0.2410, -0.8267, 0.4080, 0.3956, 0.2228, 0.2127, 0.2076, 0.2248, 0.4134, 0.4057, -0.8873, 0.8418, -0.8582, 0.2418, 0.2359, 0.2470, 0.2386, 0.2640, 0.2448, -0.7200, 0.4399, -0.5430, 0.2218, -0.1828, -0.1986, -0.2024, -0.0510, -0.2014, -0.1704, -0.1168, -0.3409, 0.2465, 0.2333, 0.2505, 0.2292, 0.2202, 0.2182, 0.2326], "molar_mass_da": 588.08, "charge": 1, "gap_ha": 0.250, "e_tot_ha": -1516.08136, "e_lumo_ev": -3.52, "e_above_lowest_ev": 0.326}